{"formula": "C21H46F6N5NiO5P", "method": "ωB97M-V/def2-TZVPD", "charge": 1, "multiplicity": 4, "gap_ev": [9.94, 8.60], "homo_energy_ev": [-12.0846, -12.2810], "species": ["Ni", "C", "C", "C", "C", "C", "C", "N", "O", "C", "C", "C", "H", "H", "H", "H", "H", "H", "H", "H", "H", "H", "H", "H", "H", "H", "H", "H", "H", "H", "P", "F", "F", "F", "F", "F", "F", "C", "O", "N", "C", "C", "H", "H", "H", "H", "H", "H", "H", "C", "O", "N", "C", "C", "H", "H", "H", "H", "H", "H", "H", "C", "O", "N", "C", "C", "H", "H", "H", "H", "H", "H", "H", "C", "O", "N", "C", "C", "H", "H", "H", "H", "H", "H", "H"], "coordinates": [[0.40, 0.72, 0.70], [-0.49, 2.68, -3.87], [-1.05, 1.28, -3.53], [-1.48, 0.69, -4.93], [-0.28, 0.22, -5.75], [0.59, -0.73, -4.99], [1.08, -0.20, -3.54], [-0.08, 0.43, -2.82], [0.20, 0.89, -1.47], [2.27, 0.77, -3.73], [1.52, -1.47, -2.75], [-2.39, 1.52, -2.76], [-1.21, 3.29, -4.42], [0.33, 2.52, -4.56], [-0.15, 3.12, -2.93], [-1.94, 1.45, -5.57], [-2.18, -0.14, -4.85], [0.35, 0.99, -6.20], [-0.64, -0.30, -6.63], [1.48, -0.99, -5.56], [0.04, -1.66, -4.83], [2.21, 1.71, -4.28], [3.06, 0.31, -4.33], [2.71, 1.08, -2.78], [1.81, -1.31, -1.71], [2.30, -2.01, -3.29], [0.66, -2.13, -2.65], [-2.27, 2.16, -1.88], [-2.85, 0.57, -2.48], [-3.16, 2.12, -3.25], [1.61, 3.85, 1.70], [0.77, 5.07, 1.09], [2.52, 3.80, 0.36], [2.71, 4.87, 2.30], [2.42, 2.59, 2.43], [0.75, 4.06, 3.10], [0.58, 2.77, 1.07], [0.33, 0.77, 4.05], [0.40, 0.58, 2.82], [0.36, -0.26, 4.96], [0.21, 0.06, 6.42], [0.14, -1.67, 4.66], [0.09, 1.72, 4.55], [0.93, -0.46, 7.05], [-0.85, -0.18, 6.57], [0.40, 1.11, 6.61], [0.95, -2.27, 5.07], [-0.80, -2.07, 5.03], [0.26, -1.83, 3.59], [3.48, 0.51, 0.95], [2.33, 0.44, 0.54], [4.01, -0.26, 1.91], [5.43, -0.22, 2.13], [3.24, -1.32, 2.58], [4.25, 1.14, 0.49], [5.56, -0.15, 3.21], [5.73, 0.74, 1.70], [6.10, -0.99, 1.77], [3.65, -2.29, 2.27], [3.52, -1.32, 3.63], [2.17, -1.26, 2.39], [-0.20, -2.56, 0.63], [0.14, -1.38, 0.61], [-1.28, -3.07, -0.07], [-1.82, -4.41, 0.05], [-1.95, -2.28, -1.08], [0.28, -3.36, 1.21], [-1.24, -5.10, 0.65], [-1.80, -4.98, -0.88], [-2.72, -4.27, 0.64], [-1.65, -2.67, -2.05], [-3.03, -2.45, -1.04], [-1.76, -1.21, -0.98], [-2.80, 1.25, 0.99], [-1.56, 1.02, 0.98], [-3.79, 0.39, 1.39], [-5.16, 0.66, 1.26], [-3.46, -0.98, 1.90], [-3.22, 2.14, 0.50], [-5.43, 1.60, 0.76], [-5.72, 0.77, 2.19], [-5.77, -0.10, 0.78], [-2.39, -1.05, 2.08], [-4.16, -1.13, 2.73], [-3.65, -1.93, 1.41]]}

---

{"formula": "C21H46IMnN4OSi4Te", "method": "ωB97M-V/def2-TZVPD", "charge": -2, "multiplicity": 5, "gap_ev": [2.15, 2.78], "homo_energy_ev": [2.1915, 1.5459], "species": ["C", "I", "H", "H", "H", "C", "C", "N", "C", "N", "H", "H", "C", "C", "N", "H", "N", "H", "Mn", "C", "O", "C", "C", "H", "H", "H", "C", "H", "H", "H", "C", "H", "H", "H", "C", "H", "H", "H", "C", "Si", "C", "C", "Si", "Te", "Si", "C", "C", "C", "Si", "C", "C", "C", "H", "H", "H", "H", "H", "H", "H", "H", "H", "H", "H", "H", "H", "H", "H", "H", "H", "H", "H", "H", "H", "H", "H", "H", "H", "H", "H"], "coordinates": [[-0.99, 0.51, -5.13], [-3.60, -0.24, -3.99], [-0.22, 0.99, -5.76], [-1.85, 1.22, -5.12], [-1.25, -0.44, -5.62], [-1.93, -3.48, -0.65], [-1.22, -3.85, -1.74], [-1.05, -2.71, -2.50], [-1.58, -1.61, -1.89], [-2.16, -2.13, -0.76], [-2.27, -4.06, 0.20], [-0.84, -4.81, -2.03], [-2.99, 4.13, -1.93], [-1.81, 2.21, -2.21], [-2.92, 2.79, -1.65], [-1.59, 5.36, -3.11], [-1.20, 3.26, -2.84], [-3.78, 4.75, -1.56], [-1.41, 0.30, -2.18], [-0.35, 0.28, -3.74], [0.86, 0.06, -3.55], [-1.92, 4.43, -2.69], [0.08, 3.27, -3.53], [0.43, 4.31, -3.53], [-0.04, 2.96, -4.58], [0.81, 2.62, -3.04], [-3.87, 2.15, -0.77], [-4.70, 2.85, -0.63], [-3.43, 1.93, 0.21], [-4.25, 1.22, -1.22], [-2.92, -1.40, 0.23], [-3.92, -1.85, 0.34], [-3.04, -0.35, -0.08], [-2.41, -1.43, 1.20], [-0.40, -2.80, -3.79], [-1.04, -2.43, -4.59], [-0.20, -3.87, -3.97], [0.55, -2.26, -3.80], [-1.65, -0.01, 3.77], [-0.12, -1.07, 3.49], [1.02, -0.98, 4.99], [-0.62, -2.87, 3.22], [1.07, -0.25, 1.66], [0.03, 0.85, -0.30], [1.92, 1.93, 1.97], [3.09, 1.78, 3.44], [2.90, 2.65, 0.52], [0.47, 3.08, 2.37], [2.68, -1.78, 0.98], [3.73, -2.13, 2.51], [1.90, -3.38, 0.37], [3.68, -1.02, -0.42], [-2.21, -0.43, 4.62], [-2.32, 0.00, 2.90], [-1.40, 1.03, 4.02], [0.49, -1.45, 5.84], [1.96, -1.52, 4.85], [1.24, 0.06, 5.28], [-1.32, -3.00, 2.38], [0.25, -3.52, 3.06], [-1.14, -3.22, 4.13], [3.90, 1.07, 3.25], [3.54, 2.77, 3.59], [2.58, 1.49, 4.37], [2.31, 2.80, -0.39], [3.28, 3.63, 0.84], [3.77, 2.02, 0.26], [-0.26, 3.17, 1.56], [-0.06, 2.76, 3.28], [0.89, 4.08, 2.55], [3.15, -2.61, 3.31], [4.53, -2.82, 2.21], [4.20, -1.22, 2.92], [1.46, -3.25, -0.62], [2.68, -4.15, 0.29], [1.12, -3.77, 1.03], [3.05, -0.71, -1.26], [4.26, -0.14, -0.09], [4.39, -1.78, -0.78]]}

---

{"formula": "C21H46N5O23", "method": "ωB97M-V/def2-TZVPD", "charge": -1, "gap_ev": 3.37, "homo_energy_ev": -3.5179, "species": ["C", "C", "O", "N", "H", "H", "C", "H", "H", "H", "H", "H", "H", "C", "C", "O", "N", "H", "H", "C", "H", "H", "H", "H", "H", "H", "C", "C", "O", "N", "H", "H", "C", "H", "H", "H", "H", "H", "H", "C", "C", "O", "N", "H", "H", "C", "H", "H", "H", "H", "H", "H", "C", "C", "O", "N", "H", "H", "C", "H", "H", "H", "H", "H", "H", "O", "C", "O", "O", "H", "O", "C", "O", "O", "H", "O", "C", "O", "O", "H", "O", "C", "O", "O", "H", "O", "C", "O", "O", "H", "O", "C", "O", "O", "H"], "coordinates": [[0.04, -4.68, -6.79], [0.53, -3.67, -5.78], [1.65, -3.52, -5.43], [-0.47, -2.73, -5.16], [-0.52, -1.80, -5.62], [-1.41, -3.07, -5.35], [-0.37, -2.56, -3.64], [-1.03, -4.56, -6.93], [0.36, -5.66, -6.46], [0.43, -4.46, -7.79], [-1.09, -1.84, -3.26], [0.64, -2.21, -3.43], [-0.62, -3.55, -3.30], [0.93, 4.88, 5.64], [1.13, 3.51, 5.06], [2.08, 2.84, 5.26], [-0.03, 2.92, 4.28], [-0.87, 3.34, 4.67], [-0.02, 3.24, 3.29], [-0.11, 1.40, 4.30], [1.90, 5.35, 5.49], [0.63, 4.91, 6.68], [0.34, 5.43, 4.90], [0.84, 1.07, 3.90], [-0.80, 1.15, 3.49], [-0.39, 1.06, 5.29], [-0.06, -0.86, 1.22], [-0.02, -0.17, -0.11], [0.50, -0.60, -1.08], [-0.84, 1.08, -0.26], [-1.68, 1.02, 0.35], [-0.35, 1.84, 0.22], [-1.09, 1.33, -1.73], [0.87, -1.26, 1.62], [-0.68, -1.77, 1.16], [-0.58, -0.20, 1.91], [-0.25, 1.87, -2.16], [-1.87, 2.09, -1.68], [-1.42, 0.39, -2.14], [0.25, 5.45, -2.13], [-0.36, 6.68, -1.60], [0.30, 7.57, -1.16], [-1.84, 6.96, -1.78], [-1.88, 7.27, -2.76], [-2.39, 6.11, -1.63], [-2.53, 7.93, -0.84], [1.11, 5.20, -1.52], [0.55, 5.46, -3.18], [-0.47, 4.63, -2.00], [-3.60, 7.89, -1.03], [-1.97, 8.85, -0.97], [-2.25, 7.61, 0.16], [5.28, -7.37, 1.36], [4.15, -6.74, 2.12], [3.59, -7.28, 3.01], [3.75, -5.37, 1.66], [4.52, -4.72, 1.60], [3.44, -5.47, 0.67], [2.56, -4.79, 2.39], [5.01, -7.43, 0.31], [5.40, -8.39, 1.73], [6.20, -6.79, 1.39], [2.47, -3.73, 2.15], [2.75, -4.90, 3.46], [1.65, -5.26, 2.03], [-2.93, -1.07, -0.48], [-3.00, -2.46, -0.44], [-2.73, -2.97, -1.53], [-3.13, -3.03, 0.67], [-3.24, -0.70, 0.37], [-0.65, 5.25, 2.31], [-0.79, 4.28, 1.32], [-1.58, 4.44, 0.38], [-0.11, 3.21, 1.46], [-1.24, 5.89, 1.89], [-1.92, 1.59, -5.81], [-1.03, 0.65, -5.36], [-0.06, 1.08, -4.67], [-1.29, -0.56, -5.53], [-1.55, 2.36, -5.34], [0.18, -3.70, 4.03], [0.61, -2.82, 5.01], [0.79, -1.64, 4.57], [0.88, -3.26, 6.15], [0.22, -2.97, 3.37], [1.67, -3.43, -0.76], [2.38, -4.36, -1.48], [2.67, -4.01, -2.64], [2.75, -5.44, -0.92], [1.84, -2.78, -1.48], [-4.70, 1.72, 2.81], [-3.94, 1.12, 1.84], [-3.54, -0.03, 2.11], [-3.53, 1.83, 0.88], [-5.02, 0.91, 3.24]]}